[1]
C2H3NOS2 | ωB97M-V/def2-TZVPD

- relative energy (zero: lowest compared OMol25 entry of this formula, charge and spin) (kJ/mol) = 121.41
- charge = 0
- lowest unoccupied orbital energy (eV) = 0.299
- HOMO level (eV) = -8.5
- spin multiplicity = 1
- SMILES string = S=C1NSCO1

Atoms and positions in Å:
C 1.085639 -0.259313 -0.003936
C -0.948780 0.941537 0.014963
H 0.446237 -2.225988 -0.224750
H -1.299774 1.358785 0.976831
H -1.222202 1.595602 -0.863995
N 0.180009 -1.269600 0.021880
O 0.479364 0.953602 0.001597
S 2.712322 -0.314579 0.040690
S -1.432811 -0.780049 0.036723

Atomic forces in eV per Å
C 0.01 0.36 0.34
C 0.49 1.47 -0.10
H -0.10 0.77 0.16
H 0.17 0.21 -0.66
H -0.32 -1.03 0.90
N 1.20 -0.14 -0.27
O -0.10 -0.42 0.20
S 0.18 -0.47 -0.17
S -1.54 -0.75 -0.41

=====

[2]
C3H5NO2 | ωB97M-V/def2-TZVPD

- relative energy (zero: lowest compared OMol25 entry of this formula, charge and spin) (kJ/mol) = 184.51
- charge = 0
- lowest unoccupied orbital energy (eV) = 0.885
- HOMO level (eV) = -10.1
- spin multiplicity = 1
- SMILES string = NC(=O)[C@H]1CO1

Atoms and positions in Å:
N 0.680947 0.976695 1.309320
C 0.739274 0.600168 0.012973
O 1.772450 0.340137 -0.578186
C -0.503650 0.224382 -0.752715
C -0.713046 -1.196019 -0.526845
O -1.760673 -0.253559 -0.297919
H -0.184111 1.223353 1.759670
H 1.550003 0.951758 1.823709
H -0.525940 0.576817 -1.777453
H -0.685847 -1.839300 -1.395286
H -0.369407 -1.604430 0.422731

Atomic forces in eV per Å
N 0.06 0.03 -0.09
C 0.04 -0.10 0.09
O -0.02 0.56 0.31
C 0.45 -0.19 -0.43
C -0.22 -0.39 0.12
O 0.10 0.33 0.32
H 0.07 -0.10 -0.04
H -0.24 0.18 0.01
H 0.19 0.04 0.05
H -0.67 -0.20 0.03
H 0.24 -0.15 -0.36

=====

[3]
C36H54InN4O3P4Te | ωB97M-V/def2-TZVPD

- charge = +3
- lowest unoccupied orbital energy (eV) = -8.243
- HOMO level (eV) = -15.9
- spin multiplicity = 1

Atoms and positions in Å:
In 0.882866 0.225996 0.031986
C -2.464936 0.406854 4.087726
N -1.259881 0.845996 3.375169
C -1.057740 2.298360 3.446649
P 0.103473 -0.057972 3.364776
O 1.028789 0.279877 2.228577
O -0.468696 -1.549549 3.132676
P -0.681820 -2.355567 1.758334
O -0.259354 -1.581328 0.529316
N -2.304377 -2.576266 1.674844
C -2.978615 -2.765486 0.389585
C -2.918376 -3.343374 2.766633
N 0.219235 -3.688608 2.022564
C 0.061244 -4.755852 1.027031
C 0.542095 -4.212050 3.356526
N 0.941860 -0.122904 4.745225
C 2.284204 0.431215 4.916949
C 0.264249 -0.499002 5.989201
H -2.457696 0.749486 5.124942
H -2.550866 -0.675678 4.066783
H -3.333921 0.832708 3.592938
H -1.192013 2.663175 4.467519
H -1.781439 2.793065 2.795848
H -0.051281 2.561100 3.119374
H -2.494160 -2.163827 -0.375180
H -4.015029 -2.440848 0.488376
H -2.975984 -3.812980 0.079497
H -2.409148 -3.143654 3.708286
H -2.893016 -4.417548 2.569252
H -3.958310 -3.035977 2.869190
H -0.187086 -4.340623 0.051942
H -0.721887 -5.459897 1.320245
H 1.000806 -5.300078 0.943569
H 0.696832 -3.400562 4.059490
H 1.466590 -4.782595 3.280334
H -0.244575 -4.873585 3.726095
H 2.724769 0.650726 3.948407
H 2.912146 -0.296403 5.431374
H 2.245889 1.344354 5.512801
H -0.688844 -0.982070 5.778960
H 0.088715 0.372626 6.621852
H 0.887301 -1.208309 6.534655
C -1.850579 0.592680 -2.192894
C -1.061764 -0.652009 -2.619335
P 0.753995 -0.469407 -2.621506
C 1.373988 -2.161952 -2.902806
C 0.783285 -3.279661 -2.324272
C 1.345511 -4.535538 -2.501153
C 2.498030 -4.687377 -3.256034
C 3.093872 -3.575440 -3.836472
C 2.540359 -2.320022 -3.657694
C 1.205675 0.455475 -4.108297
C 0.771280 -0.046679 -5.337409
C 1.073390 0.634514 -6.502093
C 1.812254 1.811775 -6.449174
C 2.257738 2.303525 -5.232458
C 1.953720 1.626649 -4.059646
P -1.218089 1.532615 -0.745246
C -2.664380 2.169615 0.115329
C -3.035005 3.506772 -0.014430
C -4.218280 3.944475 0.561879
C -5.026707 3.057888 1.254988
C -4.658503 1.722983 1.378554
C -3.474459 1.275067 0.818858
C -0.289278 2.984696 -1.312551
C 0.498457 3.607981 -0.338994
C 1.149979 4.797229 -0.617304
C 1.026547 5.370630 -1.877736
C 0.243138 4.759063 -2.845432
C -0.421407 3.572230 -2.566586
H -2.868695 0.259354 -1.974931
H -1.942272 1.345898 -2.979268
H -1.474892 -1.019231 -3.559940
H -1.218496 -1.439632 -1.876449
H -0.121965 -3.182219 -1.739589
H 0.872654 -5.404169 -2.064316
H 2.923300 -5.669557 -3.403412
H 3.983113 -3.687183 -4.440827
H 3.004763 -1.466028 -4.133839
H 0.213418 -0.973814 -5.389075
H 0.740299 0.244790 -7.453661
H 2.048082 2.339772 -7.362765
H 2.848084 3.208551 -5.197028
H 2.320733 1.999889 -3.111725
H -2.415718 4.206081 -0.558228
H -4.512423 4.978841 0.457690
H -5.950598 3.404769 1.695404
H -5.305873 1.036097 1.906509
H -3.190183 0.230681 0.906504
H 0.560185 3.189520 0.663722
H 1.732277 5.291476 0.147996
H 1.527765 6.302275 -2.099300
H 0.135202 5.217366 -3.818458
H -1.054355 3.136919 -3.327206
C 3.925000 2.554339 -0.294689
Te 3.675675 0.608644 0.536048
C 4.660446 -0.366470 -1.072513
H 4.989561 2.768516 -0.259239
H 3.380996 3.267329 0.316902
H 3.557338 2.563133 -1.317572
H 4.035809 -0.339327 -1.958805
H 4.865898 -1.391665 -0.776289
H 5.590102 0.174291 -1.232040

Atomic forces in eV per Å
In -0.36 -0.39 -0.10
C -0.07 -0.03 0.00
N 0.17 -0.19 0.03
C 0.00 0.10 -0.01
P -0.03 -0.35 0.22
O 0.08 0.60 -0.22
O -0.03 0.03 -0.17
P -0.12 0.09 0.23
O 0.22 -0.03 -0.05
N 0.25 -0.10 -0.03
C -0.05 0.09 -0.03
C -0.02 -0.01 0.04
N -0.23 0.11 0.01
C -0.03 -0.06 -0.04
C 0.10 0.05 0.04
N -0.18 0.06 -0.17
C 0.12 -0.04 -0.04
C -0.03 0.00 0.06
H 0.01 -0.01 0.01
H -0.03 -0.02 -0.03
H -0.05 0.04 -0.02
H 0.02 0.00 0.00
H 0.01 0.00 0.03
H -0.01 0.03 -0.04
H -0.03 0.00 0.00
H 0.01 -0.01 -0.02
H -0.01 -0.03 -0.01
H 0.00 -0.01 0.02
H -0.01 -0.02 0.01
H 0.00 0.00 0.02
H 0.04 0.00 0.00
H 0.00 -0.01 0.02
H 0.01 0.01 -0.06
H 0.01 0.00 0.03
H 0.00 -0.01 0.01
H 0.00 0.00 0.01
H 0.01 0.01 0.02
H 0.00 0.00 0.00
H 0.01 0.01 0.00
H -0.01 -0.01 0.02
H 0.00 0.00 0.01
H -0.02 0.01 0.00
C -0.06 0.11 0.03
C -0.08 0.05 0.26
P 0.02 -0.51 -0.22
C 0.28 0.34 0.00
C -0.07 -0.05 0.10
C -0.07 0.00 -0.03
C 0.02 0.05 -0.03
C 0.01 -0.08 0.00
C -0.06 0.09 0.03
C -0.05 0.07 0.27
C -0.06 0.02 -0.01
C 0.01 0.01 -0.04
C -0.01 -0.01 0.00
C 0.03 0.02 0.04
C 0.08 -0.08 0.02
P 0.35 0.21 0.02
C 0.00 -0.18 0.03
C 0.04 -0.04 0.08
C 0.01 0.04 0.00
C 0.00 0.00 0.01
C 0.00 -0.02 0.03
C -0.02 -0.01 -0.11
C -0.18 -0.03 -0.01
C 0.03 -0.02 -0.03
C -0.02 0.03 -0.05
C -0.01 -0.04 0.02
C 0.03 0.01 -0.04
C -0.04 0.03 0.05
H 0.02 0.27 0.19
H 0.03 -0.26 -0.19
H 0.28 -0.02 -0.10
H -0.13 0.07 -0.05
H -0.01 0.00 0.00
H -0.03 -0.03 0.00
H 0.02 -0.04 0.00
H 0.02 -0.01 -0.01
H 0.01 0.03 -0.01
H -0.02 -0.02 0.00
H -0.01 0.00 -0.02
H 0.01 0.00 -0.02
H 0.01 0.03 0.00
H -0.08 0.07 0.07
H 0.03 0.02 -0.03
H -0.01 0.04 0.00
H -0.04 0.00 0.01
H -0.01 -0.04 0.02
H 0.02 -0.01 0.05
H 0.00 -0.03 0.02
H 0.03 0.02 0.03
H 0.01 0.03 0.00
H -0.01 0.00 -0.04
H 0.02 -0.03 -0.05
C -0.02 -0.05 0.03
Te -0.04 0.08 -0.07
C -0.10 -0.04 0.04
H 0.03 0.01 -0.02
H 0.01 -0.01 0.00
H 0.02 0.03 0.05
H -0.01 0.01 -0.09
H -0.01 0.00 -0.01
H 0.02 -0.02 -0.01

=====

[4]
C4H7N3 | ωB97M-V/def2-TZVPD

- relative energy (zero: lowest compared OMol25 entry of this formula, charge and spin) (kJ/mol) = 136.91
- charge = 0
- lowest unoccupied orbital energy (eV) = 0.907
- HOMO level (eV) = -9.3
- spin multiplicity = 1
- SMILES string = CCc1c[nH]nn1

Atoms and positions in Å:
C -0.295944 -1.584010 -0.804703
C 0.854750 -1.081127 0.113132
C 0.411625 0.259294 0.650973
C 0.604893 1.573565 0.257577
N -0.628023 2.124459 0.410472
N -1.503484 1.258853 0.917319
N -0.870616 0.162508 1.115623
H 0.016617 -2.444062 -1.402866
H -1.176313 -1.873778 -0.220823
H -0.638273 -0.799164 -1.493167
H 1.002702 -1.808799 0.917692
H 1.775528 -0.988064 -0.464058
H 1.432759 2.217425 -0.023596
H -0.986221 2.982901 0.026426

Atomic forces in eV per Å
C 0.11 -0.10 -0.08
C 0.22 -0.04 0.01
C -0.52 -0.17 -0.48
C -0.23 -0.26 -0.10
N -0.05 0.29 0.20
N -0.04 0.35 0.38
N -0.41 0.21 -0.13
H 0.08 0.05 0.07
H 0.33 0.06 -0.03
H 0.25 -0.11 0.12
H 0.13 0.16 -0.10
H 0.04 -0.04 0.12
H -0.12 -0.59 -0.27
H 0.20 0.19 0.29

=====

[5]
C21H54N3O8S2 | ωB97M-V/def2-TZVPD

- charge = -1
- lowest unoccupied orbital energy (eV) = 2.367
- HOMO level (eV) = -5.8
- spin multiplicity = 1

Atoms and positions in Å:
N -2.982793 -0.346219 2.240919
C -1.656908 -0.964485 2.069125
C -1.041697 -0.587610 0.711688
C -0.903687 -1.793528 -0.222406
C 0.368783 -2.627898 0.046700
C 1.278321 -2.614121 -1.174916
S 2.876597 -3.347141 -0.897326
O 2.642972 -4.731527 -0.547438
O 3.635017 -3.111175 -2.116604
N 3.451336 -2.598350 0.383009
S 4.191041 -1.192061 0.227442
N 5.577378 -1.445746 -0.696110
O 4.626875 -0.804134 1.540044
O 3.425575 -0.220855 -0.530855
H -3.410262 -0.669578 3.101116
H -2.879909 0.659715 2.320458
H -1.795120 -2.047553 2.122913
H -0.970459 -0.691380 2.881452
H -0.050424 -0.155984 0.869440
H -1.661552 0.183759 0.250497
H -1.798877 -2.414358 -0.111709
H -0.901255 -1.448179 -1.260777
H 0.909131 -2.230359 0.905881
H 0.088021 -3.661049 0.256155
H 0.839240 -3.201505 -1.987238
H 1.454332 -1.602915 -1.545789
H 5.735318 -2.446983 -0.745471
H 5.311741 -1.177383 -1.638759
C -1.482019 4.854464 -0.101451
C -0.502853 3.755306 0.274229
O -0.617373 2.585242 -0.505823
C -0.368661 2.703236 -1.893074
C 1.033548 3.183999 -2.220267
H -2.507810 4.484772 -0.046506
H -1.374534 5.691921 0.589851
H -1.314540 5.229791 -1.112574
H -0.703251 3.428242 1.295669
H 0.524839 4.136014 0.263004
H -1.123733 3.333473 -2.380471
H -0.500951 1.691247 -2.276929
H 1.211982 4.204468 -1.875303
H 1.181442 3.164467 -3.301274
H 1.775039 2.531713 -1.756617
C -0.811501 -7.010828 2.710188
C -1.542878 -5.768661 3.188626
O -2.131410 -5.011047 2.148128
C -3.101417 -5.666292 1.357196
C -4.314653 -6.149339 2.134973
H -0.043891 -6.743422 1.983138
H -0.331090 -7.503091 3.557162
H -1.486119 -7.733061 2.246989
H -0.833274 -5.085851 3.656168
H -2.289810 -6.028372 3.949690
H -2.651124 -6.495829 0.799596
H -3.408221 -4.920361 0.623253
H -4.054338 -6.912648 2.869893
H -5.042205 -6.585216 1.448321
H -4.787800 -5.318038 2.659922
C 2.421870 -0.996503 -6.281184
C 1.496185 0.114417 -6.746848
O 1.548248 1.283705 -5.949055
C 2.805517 1.929473 -5.872535
C 3.325626 2.445085 -7.203979
H 2.213782 -1.264718 -5.245066
H 2.278012 -1.880640 -6.904100
H 3.472627 -0.712540 -6.350469
H 0.459772 -0.217953 -6.678859
H 1.685904 0.355940 -7.800431
H 3.546763 1.277423 -5.398527
H 2.646120 2.765777 -5.191512
H 3.519663 1.636439 -7.910115
H 4.263228 2.980858 -7.048928
H 2.605820 3.127713 -7.658910
C -1.587094 6.356907 5.833408
C -1.757321 6.043417 4.356095
O -0.775487 5.172359 3.831077
C -0.698903 3.884627 4.422428
C -1.979660 3.075481 4.308703
H -0.599868 6.780346 6.023313
H -2.342258 7.079603 6.146493
H -1.701102 5.469110 6.456543
H -1.655055 6.959244 3.772440
H -2.764660 5.654633 4.164712
H -0.383071 3.962872 5.468853
H 0.100248 3.373836 3.885606
H -2.811143 3.536931 4.843931
H -1.825145 2.080502 4.728201
H -2.268750 2.967957 3.261571

Atomic forces in eV per Å
N 0.00 -0.07 -0.04
C 0.06 0.04 0.08
C 0.02 -0.16 0.10
C -0.07 0.12 0.04
C -0.34 -0.05 -0.32
C -0.11 -0.09 -0.15
S -0.24 0.07 0.09
O -0.01 0.06 0.05
O 0.10 -0.02 0.00
N 0.40 -0.03 -0.17
S -0.19 -0.10 0.16
N -0.19 0.02 -0.18
O 0.00 0.01 -0.02
O 0.05 0.06 0.00
H 0.02 0.04 0.01
H -0.03 -0.02 -0.02
H 0.02 0.01 0.02
H -0.01 -0.02 -0.01
H -0.04 0.11 -0.12
H 0.02 0.01 0.03
H 0.01 0.00 -0.05
H 0.04 -0.01 0.01
H 0.02 -0.07 0.02
H 0.16 0.00 0.17
H 0.02 0.03 0.00
H 0.12 0.04 0.15
H 0.10 0.00 0.15
H 0.01 -0.01 -0.01
C -0.05 0.00 -0.06
C 0.05 0.04 0.05
O -0.21 -0.09 0.10
C 0.14 -0.06 -0.04
C 0.06 0.02 0.01
H 0.00 0.00 0.01
H -0.01 -0.02 0.02
H 0.05 0.01 0.01
H 0.03 0.02 0.01
H -0.01 0.01 -0.04
H 0.01 0.06 0.06
H -0.02 0.01 -0.03
H -0.03 0.02 -0.03
H -0.01 -0.02 0.00
H -0.01 -0.02 -0.01
C -0.01 0.00 -0.06
C 0.07 -0.03 0.01
O -0.04 0.16 0.01
C 0.01 -0.02 -0.05
C 0.01 0.01 0.05
H 0.00 0.00 0.01
H 0.02 0.01 0.00
H -0.01 -0.01 0.04
H -0.01 0.00 0.00
H -0.02 -0.02 -0.03
H 0.00 -0.02 0.03
H 0.01 0.00 0.00
H 0.00 -0.02 -0.03
H -0.01 0.01 -0.01
H 0.00 0.00 0.00
C 0.00 0.04 0.05
C 0.01 -0.09 0.01
O -0.07 0.10 -0.04
C 0.06 -0.01 0.11
C -0.06 -0.03 -0.05
H 0.02 -0.01 0.00
H -0.02 -0.01 0.01
H 0.00 -0.02 -0.04
H 0.00 0.00 -0.01
H 0.03 0.02 0.01
H -0.01 -0.02 -0.03
H 0.01 0.00 0.00
H 0.03 -0.01 0.02
H 0.00 0.01 0.01
H 0.00 0.00 0.00
C 0.04 -0.03 0.01
C -0.03 0.02 -0.01
O 0.05 0.01 -0.07
C -0.01 -0.06 -0.01
C -0.03 0.04 -0.02
H 0.00 0.00 0.00
H 0.01 0.02 -0.01
H -0.04 0.00 0.00
H -0.01 0.00 0.00
H 0.01 -0.03 0.02
H -0.03 0.00 0.01
H 0.02 0.04 0.00
H 0.01 -0.02 0.03
H 0.02 -0.01 -0.02
H 0.00 0.00 0.00

=====

[6]
C7H7O6RuS | ωB97M-V/def2-TZVPD

- <S²> = 8.784
- charge = +2
- lowest unoccupied orbital energy (spin up / spin down) (eV) = -8.537 / -13.247
- HOMO level (spin up / spin down) (eV) = -14.1 / -18.1
- spin multiplicity = 6

Atoms and positions in Å:
O 1.447264 -3.769273 -5.549595
C 1.540609 -3.447835 -4.455433
Ru 1.178000 -0.393728 -0.992894
C 1.563278 -0.341686 0.952652
O 1.843368 -0.256480 2.073441
C 0.571964 1.337233 -1.271917
O 0.289464 2.439353 -1.501374
C -0.683669 -1.168014 -0.918343
O -1.734812 -1.661087 -0.949087
C 2.986052 0.078651 -1.532315
O 4.021126 0.486550 -1.876784
H 0.861973 -0.591246 -2.599640
C -1.337187 2.053040 2.128595
S -0.956886 0.812521 0.935797
C -1.271216 -0.659764 2.000352
O -2.055478 0.904448 -0.073172
H -0.567315 2.141576 2.885811
H -2.298179 1.758087 2.573458
H -1.427820 3.000452 1.579872
H -0.887319 -0.396133 2.972235
H -2.350434 -0.808717 2.000568
H -0.732782 -1.517948 1.617771

Atomic forces in eV per Å
O 0.25 0.76 2.74
C -0.26 -0.70 -2.70
Ru 1.23 -3.41 -3.10
C 0.38 -0.35 7.81
O 0.62 -0.05 -2.76
C -2.23 8.58 -2.79
O 0.94 -3.81 0.85
C -5.19 -2.67 0.64
O 3.34 1.02 -0.90
C 7.66 1.95 -2.30
O -4.75 -1.80 1.38
H -0.27 -0.14 -0.48
C -0.34 1.27 -0.04
S -1.70 -0.96 2.29
C 0.29 -0.08 -0.72
O -0.34 0.56 -0.39
H 0.27 -0.16 0.07
H 0.21 0.13 -0.13
H -0.07 -0.17 0.22
H 0.10 0.19 0.39
H -0.01 0.01 -0.06
H -0.13 -0.16 -0.04

=====

The records above give, respectively, E values of -27329.5187, -8775.7824, -99916.7136, -8730.2604, -65173.5659, -33045.4197 eV.